Entry 1:
Formula: C34H37HgN5OSiTe
Source: OMol25
Level of theory: wB97M-V/def2-TZVPD

Summary:
- HOMO energy (alpha / beta): -3.10 / -3.81 eV
- LUMO (alpha / beta): 0.0839 / 0.0786 Ha
- Electronic energy: -64703.733 eV

The geometry in ORCA input format:
```
! RIJCOSX wB97M-V def2-TZVPD def2/J DEFGRID3
* xyz -1 2
Hg -0.2960 -0.5690 0.3649
C 1.3869 4.6746 -1.4589
C 0.1128 4.1326 -1.3445
C -0.1260 3.0753 -0.4816
C 0.9060 2.5314 0.2967
C 2.1852 3.0975 0.1837
C 2.4185 4.1458 -0.6905
N 0.6569 1.4101 1.0705
C 0.9501 1.3732 2.3958
C 1.2027 2.5235 3.1736
C 1.3794 2.4466 4.5404
C 1.3349 1.2159 5.2017
C 1.0996 0.0645 4.4840
C 0.9001 0.1065 3.0941
N 0.6167 -0.9851 2.3350
N 0.4747 -2.1757 2.9112
C -0.0727 -3.1212 2.1227
C -0.2562 -4.4173 2.6797
C -0.9296 -5.3762 1.9784
C -1.4149 -5.0843 0.6914
C -1.1633 -3.8303 0.1858
N -0.5046 -2.8787 0.8470
H 1.5752 5.5002 -2.1346
H -0.7033 4.5333 -1.9349
H -1.1147 2.6384 -0.3992
H 2.9913 2.6866 0.7806
H 3.4203 4.5502 -0.7857
H 1.2278 3.4853 2.6782
H 1.5355 3.3562 5.1093
H 1.4817 1.1725 6.2742
H 1.0540 -0.9036 4.9647
H 0.1261 -4.5916 3.6767
H -1.1015 -6.3539 2.4126
H -1.9822 -5.8085 0.1236
H -1.5113 -3.5549 -0.8063
C -5.0270 -1.0809 0.1176
Si -3.5757 -0.0053 0.7100
C -4.2288 1.7131 1.2038
C -2.9648 -0.7590 2.3286
N -2.2825 -0.0057 -0.4232
C -2.3699 0.4876 -1.6974
C -3.4726 1.2210 -2.1830
C -3.5204 1.7480 -3.4612
C -2.4710 1.5542 -4.3444
C -1.3839 0.7977 -3.9257
C -1.3315 0.2831 -2.6446
O -0.2888 -0.5626 -2.2513
C 0.9718 -0.4084 -2.7869
C 1.6163 0.8213 -2.8451
C 2.9029 0.8907 -3.3540
C 3.5432 -0.2522 -3.8141
C 2.8995 -1.4780 -3.7341
C 1.6185 -1.5608 -3.2120
H -5.6043 -1.4445 0.9711
H -4.6427 -1.9500 -0.4215
H -5.7076 -0.5500 -0.5520
H -4.9744 1.6254 1.9980
H -4.6831 2.2628 0.3781
H -3.4011 2.3160 1.5866
H -3.7223 -0.6512 3.1091
H -2.0578 -0.2643 2.6871
H -2.7486 -1.8239 2.2168
H -4.3108 1.3790 -1.5180
H -4.3901 2.3166 -3.7702
H -2.4945 1.9646 -5.3452
H -0.5680 0.6006 -4.6089
H 1.1097 1.7070 -2.4846
H 3.4087 1.8478 -3.3810
H 4.5442 -0.1889 -4.2226
H 3.3927 -2.3773 -4.0818
H 1.1033 -2.5092 -3.1272
C 4.6983 -1.1077 -0.9441
Te 2.9830 -0.8680 0.3731
C 3.5808 -2.6250 1.4613
H 4.6522 -2.0490 -1.4896
H 5.6191 -1.0678 -0.3636
H 4.6896 -0.2862 -1.6592
H 4.5971 -2.4847 1.8239
H 3.5315 -3.5158 0.8381
H 2.8997 -2.7302 2.3030
*
```

Entry 2:
Formula: C10H18O2
Source: OMol25
Level of theory: wB97M-V/def2-TZVPD

Summary:
- ΔE to the lowest compared entry with this formula, charge and spin: 453.6 kJ/mol
- HOMO energy: -8.38 eV
- LUMO: 0.0146 Ha
- Structure (SMILES): CC(C)(C)C(O)=C=O.C=C(C)C
- Electronic energy: -14752.571 eV

The geometry in ORCA input format:
```
! RIJCOSX wB97M-V def2-TZVPD def2/J DEFGRID3
* xyz 0 1
C 0.0502 1.9836 0.7933
C 0.3442 1.2793 -0.2118
C 2.8932 1.3714 -0.1560
C 1.8332 -0.7279 -0.7906
C 1.8184 -0.0336 1.6358
C -2.6600 0.1877 1.1457
C -1.6407 -0.9842 -0.8940
C -2.7572 1.1578 -1.1277
C 1.7165 0.4496 0.1795
C -2.2274 0.3106 -0.2745
O -0.2127 2.3399 1.8719
O 0.0058 1.5361 -1.5159
H 3.0462 1.8025 -1.1937
H 3.8040 0.8151 0.0254
H 2.9359 2.1123 0.6421
H 1.8955 -0.3644 -1.7698
H 2.8749 -1.2356 -0.4539
H 1.1130 -1.4377 -0.5441
H 0.9053 -0.2803 2.0685
H 2.2479 0.7772 2.2587
H 2.5356 -0.8226 1.6531
H -3.0758 1.2637 1.4388
H -1.8510 -0.2371 1.7826
H -3.3382 -0.6185 1.0611
H -2.4705 -1.6949 -1.0840
H -1.0599 -0.9002 -1.8386
H -0.9342 -1.2680 -0.2479
H 0.4584 2.4138 -1.7861
H -3.1761 2.0730 -0.7366
H -2.7433 1.1018 -2.2263
*
```

Entry 3:
Formula: C24H9BrCl4CsF5N2O4S
Source: OMol25
Level of theory: wB97M-V/def2-TZVPD

Summary:
- ΔE to the lowest compared entry with this formula, charge and spin: 0.0 kJ/mol
- HOMO energy: -0.60 eV
- LUMO: 0.1318 Ha
- Electronic energy: -181304.957 eV

The geometry in ORCA input format:
```
! RIJCOSX wB97M-V def2-TZVPD def2/J DEFGRID3
* xyz -2 1
Cs 0.3131 -0.3343 0.5907
Br -7.3572 -1.6346 3.3796
C -6.0100 -1.0686 2.1522
C -6.3969 -0.6345 0.8969
C -5.4186 -0.2276 0.0005
C -4.0769 -0.2553 0.3732
C -3.7048 -0.6604 1.6517
C -4.6819 -1.0861 2.5395
N -3.0478 0.1521 -0.5126
C -3.1010 -0.2315 -1.7143
C -2.0493 0.1521 -2.6869
C -2.2376 -0.0650 -4.0465
C -1.2097 0.2669 -4.9179
C -0.0346 0.7763 -4.3998
C 0.0713 0.9486 -3.0226
N -0.9203 0.6563 -2.1855
H -7.4431 -0.6081 0.6237
H -5.7033 0.1353 -0.9801
H -2.6630 -0.6949 1.9586
H -4.3884 -1.4287 3.5231
H -3.8920 -0.8900 -2.0903
H -3.1653 -0.4932 -4.4046
H -1.3224 0.1129 -5.9844
H 0.8009 1.0248 -5.0406
H 0.9851 1.3180 -2.5701
Cl -0.6827 -6.7023 3.9069
C -0.8012 -4.9739 3.7076
C -0.5198 -4.1321 4.7592
Cl -0.0429 -4.7869 6.3035
C -0.6042 -2.7356 4.5698
Cl -0.2544 -1.6669 5.9086
C -0.9447 -2.1319 3.3484
O -1.0126 -0.8621 3.1817
C -1.2715 -3.0440 2.2154
O -1.6358 -2.5577 1.0885
C -1.1727 -4.4248 2.4638
Cl -1.5523 -5.4888 1.1279
F 0.6913 8.0050 0.4486
C 1.1906 6.7606 0.3877
C 0.8368 5.9099 -0.6413
F -0.0085 6.3357 -1.5881
C 1.3677 4.6324 -0.7107
F 1.0025 3.8981 -1.7668
C 2.2493 4.1467 0.2519
S 3.0456 2.5648 0.3036
C 2.5799 5.0331 1.2725
F 3.4479 4.6399 2.2183
C 2.0741 6.3132 1.3507
F 2.4323 7.1248 2.3554
O 2.2237 1.7560 -0.8449
O 3.0342 0.5134 -0.7292
*
```

Entry 4:
Formula: C2H14N2O3
Source: OMol25
Level of theory: wB97M-V/def2-TZVPD

Summary:
- ΔE to the lowest compared entry with this formula, charge and spin: 27.0 kJ/mol
- HOMO energy: -9.60 eV
- LUMO: 0.0289 Ha
- Structure (SMILES): CNCN.O.O.O
- Electronic energy: -11424.146 eV

The geometry in ORCA input format:
```
! RIJCOSX wB97M-V def2-TZVPD def2/J DEFGRID3
* xyz 0 1
C -1.3123 -0.4699 1.6656
N -1.4873 -0.9120 0.2860
C -1.9770 0.1482 -0.6198
N -1.1898 0.3573 -1.8368
H -1.0154 -1.3200 2.2854
H -2.1961 -0.0134 2.1274
H -0.4843 0.2333 1.7400
H -2.1280 -1.6863 0.2690
H -3.0062 -0.0525 -0.9259
H -1.9163 1.0994 -0.0958
H -0.9740 -0.5347 -2.2846
H -0.2901 0.7485 -1.5419
H 0.2391 -1.3484 -0.0973
H 1.1243 -2.0484 -1.1761
O 1.1659 -1.6573 -0.3005
H 1.6847 1.5630 0.3391
H 1.2087 2.9363 -0.2092
O 0.9131 2.1690 0.2944
H 3.3666 -0.0223 1.1504
H 2.2793 -0.4258 0.0834
O 2.9254 0.2776 0.3547
*
```